C18H45Cr2F2N3O4 as an isolated structure at a distorted geometry. Source: the Open Molecules 2025 dataset; level of theory: wB97M-V/def2-TZVPD.

The calculated total energy is -3466.228502 a.u. The spin multiplicity is 9. The largest force on an atom is 2.2 eV/Å. The calculation puts the lowest unoccupied orbital energy (alpha / beta) at -7.860 / -7.293 eV. As for the net charge: +2.

XYZ file:
```
74
Properties=species:S:1:pos:R:3:forces:R:3
Cr -0.418 -0.739 1.988 0.35 -0.27 -0.90
Cr 1.773 1.438 2.617 -2.07 0.27 0.02
F 0.483 0.087 3.588 0.26 0.31 -0.42
F 0.900 0.476 1.015 -0.01 0.44 0.59
C 2.333 -1.590 -1.947 0.34 -0.23 0.44
C 1.628 -1.034 -3.148 -0.41 0.68 -0.59
C 0.936 -2.183 -3.877 -0.30 0.11 -0.55
C -0.022 -1.694 -4.959 0.00 0.24 0.37
C -1.066 -0.765 -4.358 -0.50 -0.65 -0.74
C -0.461 0.411 -3.601 -0.53 -0.05 0.05
N 0.528 -0.143 -2.663 -0.30 -0.45 1.75
O 1.058 0.928 -1.830 0.24 -0.20 -0.57
C 0.077 1.428 -4.596 0.76 0.67 -0.07
C -1.585 1.041 -2.783 -0.24 0.57 0.58
C 2.637 -0.314 -4.047 0.51 -0.15 0.04
H 2.985 -0.861 -1.466 0.03 0.03 -0.03
H 2.929 -2.449 -2.262 0.09 0.06 0.10
H 1.592 -1.934 -1.227 -0.08 -0.14 0.17
H 1.682 -2.822 -4.356 0.10 -0.06 0.31
H 0.359 -2.772 -3.155 0.15 -0.10 0.03
H -0.509 -2.553 -5.414 0.02 0.05 -0.23
H 0.518 -1.133 -5.721 0.07 -0.29 -0.20
H -1.774 -1.355 -3.765 0.29 0.09 0.47
H -1.711 -0.396 -5.164 0.19 0.28 0.06
H 0.721 0.998 -5.360 -0.19 -0.13 -0.02
H -0.734 1.955 -5.095 -0.09 -0.14 -0.02
H 0.695 2.194 -4.114 -0.18 -0.10 0.16
H -2.274 0.309 -2.350 0.10 -0.17 -0.18
H -1.226 1.643 -1.943 0.21 0.00 -0.23
H -2.169 1.721 -3.401 -0.11 -0.14 -0.07
H 2.806 0.695 -3.669 0.00 0.04 -0.14
H 2.366 -0.292 -5.098 -0.23 0.19 0.05
H 3.604 -0.829 -4.033 -0.12 -0.02 0.19
H 0.869 0.689 -0.907 0.04 -0.16 -0.53
C 1.828 -4.391 2.916 -0.23 -0.32 0.06
C 0.661 -3.542 2.423 1.06 0.88 -0.30
C -0.218 -3.191 3.583 0.51 -0.42 0.55
O -1.281 -2.341 3.157 -0.11 0.31 0.01
C -2.209 -2.141 4.241 -0.13 0.32 0.43
N 1.174 -2.210 1.846 0.86 -1.92 0.62
H 2.305 -3.933 3.788 -0.03 0.04 -0.07
H 2.591 -4.537 2.152 -0.09 0.02 -0.09
H 1.473 -5.377 3.223 0.08 0.03 -0.03
H 0.108 -4.039 1.627 -0.06 0.01 0.04
H 0.393 -2.708 4.362 -0.18 0.30 -0.19
H -0.600 -4.090 4.074 -0.32 -0.01 -0.30
H -2.458 -3.091 4.713 -0.08 -0.09 -0.30
H -3.100 -1.671 3.840 -0.06 -0.01 -0.05
H -1.766 -1.514 5.022 0.06 0.08 -0.22
H 1.974 -1.973 2.445 -0.27 0.00 -0.11
H 1.615 -2.454 0.958 -0.24 0.33 -0.09
C -0.210 3.787 0.568 -0.21 0.72 0.05
C 0.062 4.126 2.042 0.60 -1.05 -1.11
C -0.984 5.038 2.635 0.36 0.50 0.44
O -0.790 5.016 4.035 0.06 -0.29 -0.35
C -1.796 5.706 4.749 -0.03 0.28 0.65
N 0.149 2.838 2.857 0.26 0.50 0.00
H 0.255 4.541 -0.068 0.04 -0.06 0.04
H -1.278 3.858 0.345 0.02 -0.43 0.00
H 0.204 2.825 0.272 -0.11 -0.11 -0.01
H 1.056 4.574 2.036 -0.05 0.16 0.65
H -2.006 4.748 2.354 0.09 -0.18 0.08
H -0.805 6.053 2.255 -0.16 -0.08 -0.09
H -1.443 5.803 5.775 0.00 -0.02 -0.04
H -2.736 5.150 4.770 -0.04 0.05 -0.22
H -1.941 6.713 4.354 -0.10 -0.04 -0.10
H 0.011 3.172 3.831 0.12 -0.34 -0.32
H -0.712 2.332 2.625 0.28 -0.12 0.21
C -1.772 -2.479 -0.367 -0.01 -0.23 -0.31
O -0.790 -1.481 -0.079 0.32 1.26 -0.53
H -2.007 -2.984 0.566 -0.06 -0.05 0.01
H -2.675 -2.050 -0.795 -0.04 0.09 0.04
H -1.346 -3.188 -1.073 -0.08 -0.16 -0.02
H -0.467 -1.047 -0.953 -0.39 -0.56 1.08
```
Forces are in eV/Å.